95
Properties=species:S:1:pos:R:3:forces:R:3 method="wB97M-V/def2-TZVPD" charge=+1 lumo_ev=-4.774 total_energy_ha=-2614.35896 spin_multiplicity=1 e_homo_ev=-10.2 e_above_lowest_kcal_mol=0.0 orbital_gap_ev=5.394
C 1.4820 1.3741 -4.4974 -0.05 -0.33 -0.72
C 1.1644 1.0408 -3.3973 0.25 0.55 0.32
C 0.7021 0.9771 -2.0684 -0.28 -0.32 0.29
N 1.5314 1.3047 -1.0787 0.06 0.03 -0.04
N 1.2440 1.3320 0.2080 0.17 0.13 -0.25
C 0.0110 1.0053 0.5307 0.25 0.25 0.67
P -0.5305 1.0295 2.3338 -0.89 -0.41 0.29
N 0.7792 0.2832 3.1273 -0.37 0.29 0.14
O -0.3251 2.6110 2.6876 0.15 -0.12 -0.51
C -0.9364 0.6232 -0.4212 0.10 0.08 -0.45
C -0.6061 0.5940 -1.7569 -0.14 -0.89 0.05
P -1.8238 0.1612 -3.1224 -0.56 0.69 -0.55
N -2.9022 -0.9210 -2.4200 0.54 -0.10 0.27
O -0.9876 -0.8780 -4.0403 0.08 0.26 0.60
H 1.6556 1.5117 -5.5362 0.24 0.20 -0.13
H 2.4840 1.5557 -1.3211 0.11 0.05 0.16
H 0.3891 -0.5522 3.5542 0.20 -0.20 0.00
H 1.0251 0.8806 3.9180 0.47 0.00 -0.08
H 0.2617 3.0591 2.0676 0.21 0.23 0.24
H -1.9251 0.3468 -0.0863 -0.10 -0.05 0.13
H -2.5484 -1.8702 -2.3517 -0.04 -0.03 0.08
H -3.2961 -0.6170 -1.5401 -0.37 -0.06 -0.11
H -0.7682 -0.4375 -4.8826 -0.01 -0.31 -0.60
C 1.2634 -2.2328 -10.9648 0.07 0.03 0.02
O 1.6291 -0.8971 -10.6678 -0.16 -0.13 0.05
C 0.8608 0.0836 -11.3563 0.21 0.19 -0.05
C 0.0264 0.8807 -10.3798 -0.07 -0.13 0.10
N -1.0307 0.0588 -9.8044 0.14 0.14 0.15
C -1.7384 0.6766 -8.6917 -0.05 -0.27 -0.12
C -0.9480 0.9560 -7.4194 -0.28 0.35 0.03
O -0.5110 -0.2169 -6.7390 0.22 0.09 0.19
C 0.7336 -0.7575 -7.1745 -0.02 -0.17 0.30
H 1.9798 -2.8852 -10.4692 0.02 0.03 0.01
H 0.2588 -2.4728 -10.5989 -0.03 -0.02 -0.08
H 1.3026 -2.4241 -12.0403 -0.03 -0.02 -0.01
H 0.2337 -0.3741 -12.1253 -0.06 -0.05 0.06
H 1.5612 0.7603 -11.8528 0.00 -0.02 -0.03
H -0.4253 1.7299 -10.8994 -0.01 0.01 0.02
H 0.7103 1.2766 -9.6144 0.04 0.10 -0.08
H -0.6296 -0.8152 -9.4905 -0.04 -0.07 -0.08
H -2.5669 0.0159 -8.4260 -0.03 0.04 0.04
H -2.1821 1.6154 -9.0352 0.04 0.03 0.02
H -1.6174 1.4719 -6.7255 0.01 -0.03 0.03
H -0.1008 1.6304 -7.5968 0.06 -0.12 -0.05
H 1.4166 0.0241 -7.5198 -0.07 -0.01 -0.11
H 0.6045 -1.5028 -7.9596 0.03 0.10 -0.07
H 1.1748 -1.2557 -6.3093 0.04 -0.02 -0.05
C -3.3358 1.3549 4.8867 0.01 -0.09 -0.04
O -3.3840 -0.0492 4.7162 0.02 0.16 0.03
C -3.7112 -0.7674 5.9041 0.11 -0.25 -0.02
C -5.0553 -1.4450 5.7645 -0.12 0.16 -0.12
N -6.1316 -0.4651 5.7367 0.05 -0.12 -0.08
C -7.4399 -1.0106 5.3870 0.01 0.20 0.06
C -7.6196 -1.5808 3.9852 -0.20 -0.15 0.06
O -7.5410 -0.6142 2.9522 0.11 -0.02 0.00
C -6.2443 -0.3397 2.4692 -0.12 0.09 -0.09
H -2.9825 1.7845 3.9505 -0.01 -0.01 -0.01
H -4.3223 1.7732 5.1108 0.03 0.03 0.08
H -2.6408 1.6318 5.6856 -0.03 0.05 0.02
H -3.6937 -0.1101 6.7772 -0.07 0.06 -0.03
H -2.9440 -1.5343 6.0447 0.02 0.02 0.01
H -5.2066 -2.1169 6.6137 -0.02 -0.02 0.00
H -5.0233 -2.0562 4.8509 0.07 -0.10 0.07
H -5.8963 0.2590 5.0707 0.00 0.04 0.02
H -8.1675 -0.2057 5.5112 -0.04 -0.03 0.00
H -7.7005 -1.7854 6.1141 0.03 -0.03 -0.01
H -8.6299 -1.9927 3.9295 -0.01 0.01 -0.02
H -6.9341 -2.4124 3.7814 0.09 0.07 0.00
H -5.5942 -1.2179 2.5284 0.03 0.01 0.05
H -5.7755 0.4914 3.0052 0.10 -0.06 0.02
H -6.3399 -0.0454 1.4223 -0.03 -0.02 0.00
C 7.9910 1.5534 4.8061 -0.03 -0.02 -0.07
O 7.3318 0.4461 4.2209 0.01 0.11 0.14
C 7.5156 -0.7775 4.9252 0.00 -0.19 -0.21
C 6.2086 -1.2548 5.5170 -0.08 0.19 0.07
N 5.7770 -0.3839 6.6021 -0.09 -0.07 -0.15
C 4.4247 -0.6406 7.0830 0.14 0.15 0.11
C 3.2705 -0.3905 6.1198 -0.17 -0.18 0.13
O 3.0873 0.9735 5.7754 -0.07 -0.04 -0.19
C 3.8602 1.4337 4.6810 -0.12 0.13 0.06
H 7.8686 2.3998 4.1327 -0.02 -0.02 -0.02
H 7.5629 1.8164 5.7796 0.07 -0.01 0.04
H 9.0596 1.3577 4.9311 0.01 0.02 0.03
H 8.2802 -0.6748 5.6994 -0.04 0.06 0.06
H 7.8659 -1.5205 4.2034 0.03 0.01 0.01
H 6.3402 -2.2685 5.9056 -0.02 -0.01 0.01
H 5.4742 -1.2978 4.6994 0.05 -0.12 -0.05
H 5.8336 0.5769 6.2909 0.05 0.03 0.04
H 4.2666 -0.0064 7.9582 -0.05 -0.02 0.02
H 4.3684 -1.6766 7.4305 0.00 -0.03 -0.04
H 2.3517 -0.6945 6.6291 -0.01 0.03 0.00
H 3.3439 -1.0050 5.2137 0.10 0.07 -0.04
H 4.0354 0.6406 3.9495 0.07 -0.01 0.01
H 4.8159 1.8533 5.0034 0.05 -0.08 -0.07
H 3.2948 2.2339 4.1995 0.01 0.01 0.00



94
Properties=species:S:1:pos:R:3:forces:R:3 method="wB97M-V/def2-TZVPD" lumo_ev=-2.011 total_energy_ha=-4132.44396 spin_multiplicity=1 e_homo_ev=-5.1 orbital_gap_ev=3.116
Cu -0.2843 -1.6023 1.1552 0.39 -0.11 -0.14
C 4.6622 -2.2719 2.8070 1.14 -0.71 -0.61
C 5.1753 -3.5459 2.0357 0.24 -0.50 0.20
C 5.3323 -4.7501 3.0834 -0.11 0.32 -1.30
C 5.4265 -6.1489 2.4717 -1.14 -0.60 -0.51
C 4.1384 -6.4192 1.5695 1.52 1.05 1.05
C 4.0146 -5.2988 0.4764 1.03 -0.59 -0.79
N 4.1419 -3.8815 1.0082 -0.42 1.10 -1.98
O 3.8792 -2.8494 0.0257 0.53 -3.14 3.09
C 2.6340 -5.5248 -0.1242 -0.59 1.45 0.42
C 5.1164 -5.5846 -0.6397 -0.97 0.00 1.06
C 6.6269 -3.2980 1.4124 -1.19 0.41 0.41
H 3.6987 -2.4252 3.2932 -0.07 -0.11 -0.33
H 4.6528 -1.4230 2.1234 -0.32 -0.08 0.02
H 5.3824 -2.0418 3.5922 0.11 -0.01 0.11
H 4.4652 -4.8095 3.7413 -0.20 0.34 0.00
H 6.1952 -4.5875 3.7292 0.09 0.37 -0.11
H 5.6118 -6.8380 3.2957 -0.95 -0.30 0.32
H 6.2983 -6.4614 1.8970 0.26 1.04 -0.56
H 3.1927 -6.4639 2.1096 0.13 0.35 0.56
H 4.2119 -7.4186 1.1406 0.17 0.19 -0.54
H 2.3634 -6.5789 -0.1847 0.30 0.05 -0.53
H 2.4751 -4.9124 -1.0118 0.20 -0.55 -0.41
H 1.9018 -5.0815 0.5507 -0.08 -0.06 0.40
H 6.1036 -5.5876 -0.1777 0.00 0.19 -0.32
H 5.0187 -4.8755 -1.4618 0.18 0.10 0.20
H 4.9342 -6.5920 -1.0139 -0.03 -0.06 -0.13
H 7.2577 -2.9985 2.2494 0.23 -0.07 -0.06
H 6.6243 -2.4890 0.6819 -0.30 0.12 0.08
H 7.0634 -4.1490 0.8895 -0.20 -0.19 0.38
C -5.9479 -3.3867 1.5081 -0.28 0.71 0.05
O -4.8764 -3.0301 1.9379 0.63 -0.24 0.33
N -6.9065 -2.5155 1.1216 -0.22 0.91 0.19
C -8.0888 -2.8954 0.3885 -0.34 0.67 0.48
C -6.7483 -1.0393 1.2385 0.37 -0.85 -0.23
H -6.2565 -4.4417 1.4457 0.00 -0.04 -0.21
H -8.9135 -2.3018 0.7831 -0.22 -0.02 0.06
H -8.3840 -3.9349 0.5318 0.41 -0.05 -0.37
H -7.9594 -2.5515 -0.6377 -0.20 -0.63 -0.35
H -5.7044 -0.7642 1.3890 -0.10 -0.25 -0.01
H -7.1041 -0.5889 0.3118 0.08 0.02 -0.06
H -7.3405 -0.6250 2.0545 -0.08 -0.22 0.12
C 3.7740 6.8657 0.7035 0.39 -0.28 0.40
C 3.4377 6.0509 1.9664 1.16 2.12 -0.42
O 2.2021 5.4771 1.7079 -2.31 -1.78 1.62
P 1.1660 5.0744 2.9115 0.53 0.56 1.11
O 0.4298 3.8002 2.7492 0.65 1.87 -0.15
O 2.1121 5.1425 4.2563 -0.72 0.28 -2.07
C 1.5728 5.3723 5.5812 0.00 0.71 -1.20
C 2.3373 4.4433 6.4412 0.80 -0.83 1.20
O 0.2315 6.3988 3.1216 0.06 -2.45 -0.69
C 0.6581 7.7200 3.3021 0.26 1.43 -0.11
C 0.3705 8.5559 2.0297 -0.58 -0.63 0.22
H 4.0836 6.1529 -0.0608 0.34 0.30 -0.12
H 2.9616 7.4478 0.2685 -0.37 -0.25 0.43
H 4.5328 7.6057 0.9580 0.42 -0.27 -0.28
H 4.2418 5.3553 2.2066 -0.22 -0.51 -0.33
H 3.4190 6.7006 2.8414 -0.28 0.15 0.00
H 1.7761 6.4150 5.8254 0.13 0.10 0.05
H 0.4846 5.3087 5.5731 0.02 -0.61 0.08
H 3.2295 4.9070 6.8620 -0.22 0.38 0.31
H 1.7363 4.0195 7.2457 0.12 -0.01 0.03
H 2.8072 3.6449 5.8668 -0.67 -0.23 -0.18
H 0.1436 8.0621 4.2001 -0.42 0.34 -0.24
H 1.7037 7.8095 3.5970 0.28 -0.32 -0.29
H 0.3407 9.6385 2.1534 0.57 -0.06 0.30
H 1.0326 8.2519 1.2190 0.20 0.22 0.14
H -0.6304 8.3292 1.6624 -0.14 -0.27 0.18
C -4.7512 -3.2114 -4.7168 -0.50 0.65 1.30
C -4.0656 -2.7590 -5.9384 0.27 -0.69 -1.35
O -3.0218 -1.7759 -5.7474 -0.52 1.55 0.69
P -3.2387 -0.5127 -4.7316 -0.67 -0.57 -0.62
O -3.1488 -0.8548 -3.3122 -0.21 0.25 -0.19
O -2.1715 0.5403 -5.2454 0.00 -0.74 0.01
C -1.7190 1.6154 -4.4132 0.37 1.55 -0.36
C -2.5190 2.9061 -4.7754 0.17 -0.24 0.91
O -4.6665 0.1494 -5.1209 0.51 -1.40 1.26
C -5.0852 0.5703 -6.4100 0.79 0.12 0.11
C -6.3779 1.3065 -6.2578 -0.61 0.69 -0.70
H -5.4582 -2.4309 -4.4355 0.25 0.24 0.61
H -5.4210 -4.0643 -4.8265 0.59 -0.39 -0.35
H -3.9684 -3.3372 -3.9687 -0.52 -0.30 0.44
H -3.5415 -3.6039 -6.3851 0.07 0.16 -0.21
H -4.8374 -2.4275 -6.6331 0.36 0.41 -0.38
H -1.6747 1.4215 -3.3415 -1.00 -0.46 0.01
H -0.6493 1.7293 -4.5891 -0.05 0.10 -0.76
H -2.7537 3.0144 -5.8343 0.21 -0.31 0.00
H -3.4455 2.9648 -4.2042 -0.25 -0.39 -0.16
H -2.0172 3.8211 -4.4606 0.49 -0.14 -0.07
H -4.2298 1.1609 -6.7381 -0.42 0.30 -0.81
H -5.2707 -0.2536 -7.0992 0.45 -0.35 0.18
H -6.9315 1.2153 -7.1923 -0.09 -0.02 -0.10
H -7.0134 0.8682 -5.4883 0.23 0.06 0.12
H -6.2611 2.3815 -6.1209 0.07 -0.08 0.46